Entry 1:
{
  "formula": "C53H37BBr2ClF15LuN4PS4",
  "method": "the ωB97M-V functional and the def2-TZVPD basis",
  "multiplicity": 1,
  "de_lowest_ev": 0.000,
  "lumo_ev": [3.555, 3.554],
  "charge": -2,
  "symbols": ["Lu", "S", "C", "C", "C", "C", "C", "C", "S", "H", "H", "H", "H", "C", "C", "N", "C", "C", "S", "C", "C", "S", "C", "N", "C", "H", "H", "H", "H", "H", "H", "H", "H", "Br", "C", "C", "C", "N", "C", "C", "C", "C", "C", "Br", "C", "C", "N", "H", "H", "H", "H", "H", "H", "Cl", "C", "C", "C", "C", "C", "C", "C", "H", "H", "H", "H", "H", "H", "F", "C", "F", "H", "F", "B", "F", "F", "F", "F", "C", "F", "F", "C", "C", "C", "C", "C", "C", "P", "C", "C", "C", "C", "C", "C", "C", "F", "F", "F", "C", "C", "C", "C", "C", "C", "C", "F", "F", "F", "H", "H", "H", "H", "H", "H", "H", "H", "H", "H", "H", "H"],
  "positions_angstrom": [[-0.30524, -0.52631, 1.16953], [-2.40524, -0.57785, -0.80925], [-2.53984, 1.02943, -1.46380], [-3.73015, 1.43059, -2.07932], [-3.84817, 2.66623, -2.69213], [-2.76308, 3.53514, -2.70725], [-1.58144, 3.16979, -2.08323], [-1.45175, 1.92653, -1.45784], [0.05361, 1.51584, -0.69119], [-4.55482, 0.72912, -2.07084], [-4.78302, 2.94635, -3.16464], [-2.83865, 4.49407, -3.20745], [-0.72495, 3.83368, -2.07421], [-4.29865, 0.91928, 1.61460], [-3.30870, 2.00082, 1.39104], [-2.04316, 1.93895, 1.65251], [-1.40254, 3.12295, 1.36590], [-2.21152, 4.09584, 0.86432], [-3.82564, 3.53762, 0.74170], [0.02598, 3.27580, 1.60864], [0.75523, 4.37837, 1.28430], [2.39386, 4.17069, 1.74787], [1.98067, 2.59625, 2.38728], [0.74232, 2.27920, 2.23411], [3.02686, 1.77842, 3.05638], [-3.90390, -0.01412, 1.20866], [-5.24267, 1.15787, 1.12623], [-4.47321, 0.77553, 2.68328], [-1.95906, 5.09440, 0.55889], [0.43951, 5.26431, 0.76471], [3.64394, 2.40755, 3.69783], [3.67310, 1.31443, 2.30985], [2.56666, 0.98441, 3.64201], [-4.24565, -6.37254, 0.14832], [-3.06256, -4.91090, 0.43369], [-2.12218, -4.59205, -0.52849], [-1.32139, -3.49896, -0.25600], [-1.39890, -2.77052, 0.85076], [-2.29772, -3.09608, 1.78654], [-3.17044, -4.16920, 1.58735], [-2.38062, -2.24936, 3.00244], [-3.01437, -2.77206, 4.11528], [-3.22439, -1.88756, 5.20170], [-4.32507, -2.50478, 6.64846], [-2.79113, -0.62714, 5.21035], [-1.90759, -0.14084, 4.09100], [-1.88367, -1.01116, 2.90393], [-2.03222, -5.14197, -1.45329], [-0.58501, -3.19391, -0.98986], [-3.94121, -4.39924, 2.30447], [-3.32302, -3.80068, 4.17390], [-3.01622, 0.06633, 6.00872], [-2.26863, 0.84262, 3.76039], [1.18663, -0.69469, 7.11463], [0.46907, 0.86301, 6.83348], [0.70550, 1.85995, 7.76997], [0.14879, 3.11486, 7.59527], [-0.62798, 3.36542, 6.47432], [-0.83185, 2.37434, 5.53081], [-0.29219, 1.09594, 5.68467], [-0.45668, 0.06419, 4.61356], [1.31870, 1.63956, 8.63261], [0.32173, 3.89441, 8.32615], [-1.07036, 4.34291, 6.33378], [-1.41225, 2.58972, 4.64287], [-0.08444, -0.90286, 4.94146], [0.14303, 0.40618, 3.76053], [1.22401, -1.92382, 0.18338], [2.46171, -1.13839, 0.33696], [1.91943, -0.02452, 1.11530], [3.01093, -1.71631, 1.10487], [2.43673, -3.27012, 3.56351], [1.09317, -3.06407, 3.31889], [0.94369, -1.67121, 2.81839], [0.61668, -3.89933, 2.32363], [0.34641, -3.17355, 4.47405], [7.88656, -2.40668, -3.89286], [6.81584, -2.90002, -4.55961], [6.89065, -4.24453, -4.41961], [7.04495, -2.65141, -5.86525], [5.52037, -2.34889, -4.05987], [4.71339, -1.55729, -4.86557], [3.52089, -1.06472, -4.36252], [3.11954, -1.35650, -3.06045], [3.94276, -2.14968, -2.26548], [5.13809, -2.64609, -2.75765], [1.55909, -0.64215, -2.32451], [1.79839, 1.01359, -3.10211], [1.12268, 1.53325, -4.19781], [1.25825, 2.87430, -4.53155], [2.10282, 3.68985, -3.79749], [2.84024, 3.16522, -2.73480], [2.68496, 1.84034, -2.39963], [2.20274, 5.14916, -4.08521], [3.48426, 5.55904, -4.27293], [1.72926, 5.91965, -3.07737], [1.53212, 5.53495, -5.19085], [0.37405, -1.50349, -3.42531], [-0.89711, -0.97267, -3.66093], [-1.89237, -1.73911, -4.24093], [-1.63702, -3.06097, -4.57968], [-0.38848, -3.62199, -4.32193], [0.59921, -2.84996, -3.74251], [-2.71037, -3.90874, -5.17677], [-3.69975, -3.19632, -5.75227], [-2.24148, -4.73185, -6.15077], [-3.30916, -4.72739, -4.28022], [5.01959, -1.32599, -5.87668], [2.89125, -0.44509, -4.98732], [3.63911, -2.33808, -1.24748], [5.77956, -3.25565, -2.13439], [0.45015, 0.91134, -4.77255], [0.69378, 3.29084, -5.35460], [3.49272, 3.80714, -2.15711], [3.18781, 1.42840, -1.53235], [-1.11044, 0.05003, -3.38722], [-2.87313, -1.31699, -4.41221], [-0.20082, -4.66095, -4.56407], [1.56027, -3.29670, -3.52080]]
}

Entry 2:
{
  "formula": "C53H38AsCl3F4N4O6S2Sn",
  "method": "the ωB97M-V functional and the def2-TZVPD basis",
  "multiplicity": 1,
  "de_lowest_ev": 1.247,
  "lumo_ev": -0.438,
  "symbols": ["Sn", "O", "C", "O", "C", "C", "C", "N", "C", "C", "C", "O", "O", "H", "H", "H", "F", "C", "F", "F", "C", "C", "C", "C", "N", "C", "S", "H", "H", "H", "F", "C", "C", "C", "C", "C", "C", "H", "H", "H", "H", "O", "As", "C", "C", "C", "C", "C", "C", "C", "C", "C", "C", "C", "C", "C", "C", "C", "C", "C", "C", "H", "H", "H", "H", "H", "H", "H", "H", "H", "H", "H", "H", "H", "H", "H", "Cl", "C", "C", "C", "C", "C", "C", "N", "C", "C", "N", "C", "O", "C", "C", "C", "Cl", "S", "C", "C", "C", "Cl", "C", "H", "H", "H", "H", "H", "H", "H", "H", "H", "H", "H", "H", "H"],
  "positions_angstrom": [[1.31233, 0.40296, -0.39852], [-1.00474, -1.05136, 6.16466], [-0.00961, -0.33319, 5.95134], [0.78563, 0.24454, 6.70646], [0.28107, -0.11912, 4.44225], [-0.39834, -0.87512, 3.49135], [-0.13197, -0.68461, 2.15870], [0.75518, 0.22562, 1.72269], [1.39237, 0.99064, 2.63279], [1.18957, 0.83117, 3.98588], [2.24345, 2.10349, 2.05640], [2.80842, 2.89219, 2.78666], [2.22168, 2.11442, 0.76560], [-1.12775, -1.59784, 3.83611], [-0.63781, -1.24831, 1.38893], [1.72255, 1.45810, 4.68767], [-1.71994, -0.09309, -4.67558], [-2.76848, -0.26428, -3.87209], [-3.18006, -1.54392, -4.01042], [-3.76495, 0.51106, -4.34676], [-2.49716, 0.05647, -2.42510], [-3.59449, 0.34728, -1.63646], [-3.43742, 0.64020, -0.28902], [-2.15836, 0.61556, 0.21949], [-1.09408, 0.30620, -0.52361], [-1.21781, 0.03097, -1.84061], [0.27187, -0.32637, -2.62471], [-4.58023, 0.35357, -2.08320], [-4.27956, 0.87175, 0.34613], [-1.96834, 0.83793, 1.26258], [7.34402, -0.66770, -1.39472], [6.02812, -0.46612, -1.18133], [5.28430, 0.14767, -2.16591], [3.92946, 0.35440, -1.93365], [3.34499, -0.05095, -0.74071], [4.12453, -0.67673, 0.22691], [5.47861, -0.88584, 0.01532], [5.76190, 0.45264, -3.08784], [3.33025, 0.83747, -2.69890], [3.68494, -1.00575, 1.16202], [6.10678, -1.36206, 0.75607], [0.89155, 2.21346, -1.39433], [1.24740, 3.81077, -0.97228], [3.11066, 4.20270, -0.93643], [3.71189, 4.70931, 0.20724], [5.08185, 4.92331, 0.21037], [5.83854, 4.61939, -0.91283], [5.23315, 4.09704, -2.04776], [3.86335, 3.88536, -2.06231], [0.31960, 4.50071, 0.54860], [0.43276, 5.86104, 0.81344], [-0.22786, 6.40032, 1.90705], [-1.01064, 5.58844, 2.71654], [-1.14730, 4.23759, 2.42992], [-0.48163, 3.69432, 1.34231], [0.46851, 4.77546, -2.43792], [-0.89389, 4.58465, -2.66057], [-1.50855, 5.19365, -3.74094], [-0.76502, 5.99466, -4.59969], [0.58774, 6.19184, -4.37430], [1.21031, 5.57986, -3.29291], [3.13537, 4.88297, 1.10641], [5.56013, 5.30268, 1.10349], [6.90938, 4.77572, -0.89882], [5.82771, 3.84827, -2.91718], [3.38641, 3.46705, -2.94148], [1.03653, 6.49943, 0.17801], [-0.12846, 7.45467, 2.12877], [-1.51537, 6.00981, 3.57588], [-1.75519, 3.60462, 3.06400], [-0.57398, 2.64278, 1.11350], [-1.47274, 3.95883, -1.99008], [-2.56605, 5.04421, -3.91600], [-1.24560, 6.46767, -5.44637], [1.16314, 6.82255, -5.03940], [2.26467, 5.74520, -3.11350], [-4.85488, -7.40774, -2.84263], [-3.79008, -6.84974, -1.59617], [-2.89127, -5.83256, -1.86545], [-2.07419, -5.37970, -0.84570], [-2.12302, -5.91602, 0.44092], [-1.25206, -5.36343, 1.54629], [0.26271, -5.44061, 1.22893], [0.76949, -4.32273, 0.45407], [1.09493, -4.30775, -0.88621], [1.42141, -3.02352, -1.17861], [1.30891, -2.24001, -0.04510], [0.93304, -3.06908, 0.91012], [-1.55038, -4.02993, 1.96631], [-2.60780, -3.28890, 1.37032], [-3.96312, -3.88803, 1.59466], [-4.97350, -3.91697, 0.68246], [-4.94222, -3.28785, -0.91982], [-6.38991, -4.67666, 1.27672], [-5.63915, -4.96016, 2.78946], [-4.36623, -4.49080, 2.82332], [-3.01898, -6.96332, 0.65855], [-3.13214, -7.75685, 2.20181], [-3.85734, -7.42802, -0.34208], [-2.85020, -5.38781, -2.84999], [-1.39796, -4.56082, -1.05347], [-1.38559, -5.99149, 2.42507], [0.46461, -6.35052, 0.66601], [0.82051, -5.49280, 2.16274], [1.07140, -5.19820, -1.49037], [1.75160, -2.62151, -2.11864], [0.79529, -2.82664, 1.95015], [-2.43919, -3.11549, 0.30369], [-2.56077, -2.32201, 1.87608], [-6.18201, -5.46192, 3.57449], [-3.71774, -4.56534, 3.68532], [-4.55339, -8.22928, -0.14056]]
}